1.
ORCA calculation (ωB97M-V/def2-TZVPD) on C4H11O3Sn as an isolated structure in a non-equilibrium geometry.

## Properties
Energy relative to the best compared isomer or geometry (same formula, charge and spin) (kJ/mol): 9.0
Lowest unoccupied orbital energy (spin up / spin down) (eV): 0.64 / 0.59
Orbital gap (spin up / spin down) (eV): 5.5 / 8.9

Structure (ORCA input):
```
! wB97M-V def2-TZVPD RIJCOSX def2/J DEFGRID3
* xyz 0 2
O 1.7839 -0.4659 0.9932
Sn 1.9813 1.3623 0.8600
H 0.9353 -0.8838 1.6645
C -0.0849 -0.7159 -0.4724
C -0.6386 0.6897 -0.5460
O 0.4122 1.6511 -0.4327
C -0.0085 2.9734 -0.7395
H -0.7003 -1.3112 -1.1726
H 0.8435 -0.8011 -1.0667
H -1.3765 0.8559 0.2556
H -1.1269 0.8477 -1.5193
H 0.8497 3.6319 -0.5601
H -0.3246 3.0180 -1.7910
H -0.8437 3.2808 -0.0936
O -0.5009 -1.4878 0.9613
C -0.3376 -2.8851 0.9161
H -0.6101 -3.2878 1.9002
H -0.9704 -3.3353 0.1334
H 0.7173 -3.1370 0.7096
*
```

Löwdin population analysis, charges in e, atoms 1 to 6: -0.6815, 0.8539, 0.1323, -0.0929, -0.1898, -0.5816

2.
ORCA calculation (ωB97M-V/def2-TZVPD) on a 2-piece molecular cluster, C3H7NO2 overall in a non-equilibrium geometry.

## Properties
SMILES: CC(N)=O.C=O
Energy relative to the best compared isomer or geometry (same formula, charge and spin) (kJ/mol): 305.0
Lowest unoccupied orbital energy (eV): -0.06
Orbital gap (eV): 9.5

Structure (ORCA input):
```
! wB97M-V def2-TZVPD RIJCOSX def2/J DEFGRID3
* xyz 0 1
C -1.2841 0.3662 -0.9941
C -0.2486 -0.9727 0.7900
O -1.1537 1.4976 -0.4871
H 0.2022 1.5426 0.1794
H -2.2500 -0.1460 -0.9785
H -0.5558 -0.0046 -1.7281
H 0.3153 -1.2393 1.6881
H -1.0659 -0.4236 1.2537
H -0.4355 -1.9176 0.2866
N 1.2339 1.0494 0.3032
C 1.2346 -0.2579 0.1547
O 1.9757 -1.0304 -0.3812
H 2.0319 1.5362 -0.0868
*
```

Löwdin population analysis, charges in e, atoms 1 to 6: -0.1025, -0.0405, -0.0721, 0.1141, 0.1046, 0.1098

3.
ORCA calculation (ωB97M-V/def2-TZVPD) on a 2-piece molecular cluster, C4H11NO2 overall in a non-equilibrium geometry.

## Properties
SMILES: CNC(C)=O.CO
Energy relative to the best compared isomer or geometry (same formula, charge and spin) (kJ/mol): 200.4
Lowest unoccupied orbital energy (eV): 0.25
Orbital gap (eV): 9.4

Structure (ORCA input):
```
! wB97M-V def2-TZVPD RIJCOSX def2/J DEFGRID3
* xyz 0 1
C -1.6160 1.0830 0.7233
C -0.5865 0.2789 1.5056
C 1.2349 -1.2413 1.5830
C 0.5698 0.4104 -2.3674
H -1.6887 0.7249 -0.2960
H -1.3977 2.1371 0.6651
H -2.5875 1.0022 1.3139
H 0.1379 -0.4737 -0.2075
H 1.6787 -0.6515 2.3581
H 0.7164 -1.9208 2.2350
H 2.0123 -1.7848 1.0022
H -0.6411 -1.0153 -2.7400
H 1.3231 0.8772 -1.5973
H 1.2434 0.2191 -3.1946
H -0.2999 1.0930 -2.5580
N 0.3124 -0.3571 0.7636
O -0.5138 0.4531 2.7148
O 0.1025 -0.8344 -1.9037
*
```

Löwdin population analysis, charges in e, atoms 1 to 6: -0.0029, -0.5905, -0.0387, -0.2091, 0.0495, 0.0726

4.
ORCA calculation (ωB97M-V/def2-TZVPD) on a 3-piece molecular cluster, C25H55BClINO9 overall in a non-equilibrium geometry.

## Properties
Lowest unoccupied orbital energy (eV): -4.04
Orbital gap (eV): 6.8

Structure (ORCA input):
```
! wB97M-V def2-TZVPD RIJCOSX def2/J DEFGRID3
* xyz 1 1
C 4.7360 0.2190 0.7740
C 4.6561 1.8302 0.9436
C 4.1585 2.5658 -0.4215
C 3.8167 4.1209 -0.1641
C 2.3992 4.3663 0.5386
C 1.1399 3.8607 -0.3472
C -0.1258 3.4180 0.5701
C -1.1716 2.5283 -0.3095
C -1.2715 1.0086 0.1498
N -0.1699 0.0920 -0.2878
Cl 1.3994 0.4176 0.3669
C -0.5304 -1.3313 0.1635
C -0.4699 -1.5357 1.7482
O -1.5349 -1.3081 2.3866
I 1.2299 -2.2149 2.9037
B -0.0133 -0.0301 -1.8242
O -0.7581 -1.0304 -2.5616
O 0.8557 0.9300 -2.4227
C 1.4621 0.4354 -3.6520
C 2.7471 -0.5161 -3.3903
H 4.4692 -0.0779 -0.2998
H 4.0302 -0.3458 1.4749
H 5.7988 -0.1675 0.9599
H 5.7323 2.1923 1.1343
H 3.9790 2.1378 1.8250
H 3.3192 1.9857 -0.9360
H 5.0782 2.5547 -1.1228
H 3.9401 4.7031 -1.1534
H 4.6378 4.5022 0.5551
H 2.3212 3.8153 1.5461
H 2.2250 5.4962 0.6985
H 0.8030 4.7585 -0.9715
H 1.4827 3.0427 -1.0628
H -0.6277 4.3888 0.9056
H 0.2226 2.8819 1.5162
H -0.9962 2.7120 -1.4191
H -2.2023 3.0013 -0.0792
H -1.4410 1.0095 1.2871
H -2.2534 0.5860 -0.2940
H -1.5960 -1.6173 -0.1644
H 0.2554 -2.0440 -0.2929
H -1.6992 -0.7318 -2.4505
H 0.7266 -0.0387 -4.3869
H 1.8847 1.3633 -4.1943
H 2.5144 -1.4175 -2.7323
H 3.5742 0.1613 -2.9581
H 3.1327 -0.8125 -4.4377
C 0.7554 -7.0590 -0.6416
O 0.5622 -6.3559 -1.8557
C 0.8455 -4.9696 -1.7401
C 1.3946 -4.4163 -3.0519
O 2.7440 -4.7915 -3.3225
C 2.9702 -6.1629 -3.6638
C 2.4221 -6.5564 -5.0317
O 1.0072 -6.7058 -4.9813
C 0.3790 -6.3689 -6.2040
H -0.0099 -6.7764 0.0889
H 0.6741 -8.1259 -0.8518
H 1.7541 -6.8696 -0.2358
H 1.5728 -4.7820 -0.9385
H -0.0937 -4.4590 -1.4916
H 1.4105 -3.3236 -2.9713
H 0.7456 -4.6494 -3.8965
H 2.6143 -6.8253 -2.8745
H 4.0575 -6.2760 -3.6955
H 2.8428 -7.5255 -5.3264
H 2.7128 -5.8024 -5.7694
H 0.6664 -5.3627 -6.5278
H -0.7001 -6.3768 -6.0435
H 0.6308 -7.1012 -6.9763
C -3.8998 6.1689 3.6428
O -3.9020 4.9715 4.3971
C -4.9058 4.9589 5.4075
C -5.4225 3.5429 5.6423
O -6.2843 3.0587 4.6102
C -5.6721 2.7590 3.3556
C -4.7658 1.5317 3.3887
O -3.5286 1.8371 4.0237
C -2.9769 0.7258 4.7067
H -3.5521 7.0060 4.2567
H -3.2207 6.0364 2.7990
H -4.8968 6.3808 3.2442
H -5.7477 5.6072 5.1330
H -4.4529 5.3405 6.3291
H -6.0385 3.5597 6.5469
H -4.6126 2.8401 5.8389
H -5.1616 3.6340 2.9512
H -6.5011 2.5425 2.6752
H -4.5376 1.2205 2.3605
H -5.2810 0.7147 3.9022
H -3.6983 0.3024 5.4131
H -2.1118 1.0724 5.2747
H -2.6542 -0.0358 3.9921
*
```

Löwdin population analysis, charges in e, atoms 1 to 6: -0.1423, -0.2434, -0.2319, -0.2060, -0.2001, -0.2121

5.
ORCA calculation (ωB97M-V/def2-TZVPD) on a 2-piece molecular cluster, CH5N2O3 overall in a non-equilibrium geometry.

## Properties
Energy relative to the best compared isomer or geometry (same formula, charge and spin) (kJ/mol): 103.3
Lowest unoccupied orbital energy (eV): -5.30
Orbital gap (eV): 9.5

Structure (ORCA input):
```
! wB97M-V def2-TZVPD RIJCOSX def2/J DEFGRID3
* xyz 1 1
C 1.0803 0.8265 -0.3257
N -1.8807 -0.0948 -0.3115
N -1.3839 -0.7380 0.5911
O -0.9661 -1.9400 0.2250
O -2.1790 1.2032 -0.0028
O 0.4392 -0.1159 0.0186
H -1.0421 -2.5472 1.0633
H 1.5175 0.9315 -1.3552
H 1.2993 1.7302 0.3639
H -2.1851 -0.4457 -1.3352
H -1.9724 1.1981 0.9443
*
```

Löwdin population analysis, charges in e, atoms 1 to 6: -0.0424, -0.0190, -0.0078, 0.0751, 0.1209, -0.0375

6.
ORCA calculation (ωB97M-V/def2-TZVPD) on an isolated ion of composition C10H13BClIN2O6P and charge +1 in a non-equilibrium geometry.

## Properties
SMILES: O=P(O)(O)C1=[N+](Cl)[C@@H](I)[C@@](CB(O)O)(c2ccccn2)[C@H]1O
Lowest unoccupied orbital energy (eV): -5.47
Orbital gap (eV): 7.0

Structure (ORCA input):
```
! wB97M-V def2-TZVPD RIJCOSX def2/J DEFGRID3
* xyz 1 1
O 4.8626 -2.0479 -0.1193
P 3.3747 -2.3666 -0.1518
O 2.9519 -3.5169 -1.3552
O 2.8408 -3.0721 1.3296
C 2.2460 -0.8789 -0.4449
N 2.4821 0.4224 -0.5106
Cl 4.0802 1.0727 -0.3107
C 1.2052 1.2241 -0.7394
I 0.8541 1.9096 -2.8034
C 0.1428 0.2438 -0.0612
C 0.1222 0.0502 1.5345
B 0.0725 1.4224 2.3993
O -0.0792 1.2850 3.8353
O 0.1706 2.7676 1.8835
C -1.4200 0.3782 -0.4986
C -1.9471 1.8198 -0.5439
C -3.4714 1.9752 -0.9165
C -4.1399 0.5851 -1.1647
C -3.4284 -0.7759 -1.1096
N -2.0507 -0.8564 -0.7697
C 0.6487 -1.1656 -0.6441
O 0.5927 -1.4282 -2.0596
H 2.1339 -4.0048 -1.0711
H 1.8631 -2.8946 1.3908
H 1.4771 2.2123 -0.2350
H 0.9665 -0.6033 1.9524
H -0.8571 -0.5181 1.7761
H -0.5283 2.1019 4.1525
H -0.6949 3.2281 1.9404
H -1.2927 2.7321 -0.3228
H -4.0089 2.9721 -0.9823
H -5.2624 0.5778 -1.4110
H -3.9835 -1.7655 -1.3034
H 0.2361 -2.1175 -0.1717
H -0.1594 -0.9681 -2.4940
*
```

Löwdin population analysis, charges in e, atoms 1 to 6: -0.2890, 0.6835, -0.1372, -0.1473, -0.1295, -0.4400